Below is C6H13O2 as an isolated structure, with properties calculated with ωB97M-V/def2-TZVPD.

The geometry in XYZ format:
```
21
Properties=species:S:1:pos:R:3
C -1.285 -1.800 0.249
O -0.274 -2.728 0.506
C -0.778 -0.609 -0.582
C 0.483 0.067 0.072
C 1.111 1.091 -0.733
C 0.882 3.724 -1.181
C 0.256 2.395 -1.076
H -1.751 -1.454 1.277
H -2.147 -2.299 -0.343
H -0.424 -0.867 -1.622
H -1.541 0.218 -0.886
H 0.268 0.307 1.102
H 1.185 -0.757 0.207
H 1.998 1.600 -0.168
H 1.362 0.813 -1.750
H 1.148 3.073 0.078
H 0.494 4.329 -2.023
H -0.746 2.094 -1.120
H -0.264 -2.989 1.817
H 0.433 -3.259 3.261
O -0.413 -2.949 2.913
```

Calculated values
* M: 117.17 g/mol
* total charge: -2
* frontier orbital gap (alpha / beta): 3.34 / 6.32 eV
* ⟨S²⟩: 0.755
* HOMO level (alpha / beta): 3.2 / 0.2 eV
* E_tot: -386.5519 Ha
* spin multiplicity: 2

=====

Below is a 2-piece molecular cluster, C6H13O2 overall, with properties calculated with ωB97M-V/def2-TZVPD.

The geometry in XYZ format:
```
21
Properties=species:S:1:pos:R:3
C 1.689 -0.941 0.266
O 2.584 -0.956 -0.736
C 0.160 -1.071 -0.316
C -0.717 -0.669 0.871
C -1.841 0.297 0.458
C -2.855 -0.120 -0.284
C -1.942 1.571 1.278
H 1.801 -0.053 0.893
H 1.775 -1.895 0.789
H 0.111 -2.120 -0.625
H 0.418 -0.699 -1.305
H -0.119 -0.120 1.590
H -1.147 -1.551 1.337
H -3.669 0.548 -0.563
H -2.791 -0.948 -0.985
H -2.571 1.361 2.138
H -2.159 2.368 0.572
H -0.994 1.931 1.691
H 1.644 1.791 -0.944
H 2.431 0.399 -1.334
O 2.360 1.389 -1.436
```

Calculated values
* M: 117.17 g/mol
* total charge: 0
* frontier orbital gap (alpha / beta): 10.37 / 7.49 eV
* ⟨S²⟩: 0.756
* HOMO level (alpha / beta): -9.7 / -9.8 eV
* E_tot: -386.7260 Ha
* spin multiplicity: 2